Density functional theory data (ωB97M-V with the def2-TZVPD basis set) for 13 unconnected molecules or ions with the total composition C27H80BClNO15 at a distorted geometry.

Geometry as XYZ:
```
125
Properties=species:S:1:pos:R:3:forces:R:3
C 0.534 -4.686 0.207 0.137 -0.261 -0.781
C 0.957 -3.437 -0.821 0.920 -2.632 0.733
O -0.130 -2.443 -0.970 2.489 1.987 -2.166
B 0.242 -1.391 -1.936 0.244 -1.089 -0.510
O 1.286 -1.632 -2.995 -0.307 1.151 3.572
C -0.394 0.161 -1.931 1.207 2.223 0.873
C 1.007 1.033 -1.658 0.956 -1.474 1.028
C 0.761 2.364 -0.705 1.890 -1.877 -1.834
C 2.032 2.311 0.381 -0.887 1.889 0.737
C 3.486 2.637 -0.302 0.433 0.087 0.356
C 4.307 1.330 -0.853 0.844 0.015 -0.556
C 5.751 1.061 -0.091 -0.383 -1.132 -0.030
C 5.546 0.411 1.435 0.536 0.241 -1.703
O 4.840 1.354 2.332 -0.638 -2.331 -0.371
C 3.807 0.663 3.123 -0.890 -0.158 0.528
N -0.619 2.005 -0.116 0.644 1.933 1.384
C -1.193 0.638 -0.542 -0.080 -2.721 0.023
C -2.822 0.433 -0.513 -0.107 0.183 1.453
Cl -3.631 0.482 -2.197 0.872 0.031 1.348
C -3.624 1.465 0.491 -1.033 -0.739 0.315
C -4.750 0.537 1.307 -0.065 -0.158 -0.385
H 1.238 -5.608 -0.068 -1.438 2.081 0.622
H -0.572 -5.067 -0.007 2.296 1.049 0.579
H 0.724 -4.427 1.333 -0.562 -0.389 -2.228
H 1.948 -2.983 -0.346 -2.279 -0.587 -1.260
H 1.205 -3.979 -1.854 -0.543 1.599 2.117
H 2.185 -1.338 -2.612 -1.979 -0.759 -1.053
H -0.813 0.578 -2.944 0.263 -1.105 2.171
H 1.770 1.117 -2.559 -1.940 0.151 1.808
H 1.540 0.305 -0.876 -0.675 1.633 -1.599
H 0.629 3.397 -1.250 0.575 -2.156 1.016
H 1.816 3.203 1.143 0.503 -1.874 -1.417
H 2.033 1.318 1.016 -0.074 1.824 -1.500
H 3.358 3.422 -1.167 0.081 -1.554 1.647
H 4.181 3.161 0.515 -1.757 -1.236 -1.707
H 4.526 1.512 -2.007 -0.365 -0.454 2.404
H 3.718 0.314 -0.798 0.893 2.040 0.073
H 6.281 0.191 -0.712 -0.976 1.961 1.363
H 6.479 1.977 -0.105 -1.574 -1.670 0.098
H 4.906 -0.578 1.253 1.363 1.978 0.696
H 6.646 0.167 1.811 -2.489 0.370 -0.429
H 3.159 -0.090 2.482 1.510 1.407 1.172
H 4.279 0.059 4.029 -0.966 1.278 -1.877
H 3.029 1.465 3.540 2.000 -1.531 -0.809
H -0.398 2.089 0.920 -1.016 -0.762 -1.137
H -1.201 2.853 -0.298 -0.098 -1.198 -0.036
H -0.837 -0.046 0.357 -0.619 1.262 -2.017
H -3.026 -0.660 -0.087 0.674 2.350 -1.234
H -2.877 1.980 1.262 -1.690 -1.140 -1.637
H -4.264 2.260 -0.104 1.708 -1.475 1.126
H -4.204 -0.171 2.078 -1.172 1.622 -1.425
H -5.327 -0.177 0.543 1.350 1.690 1.487
H -5.595 1.199 1.805 2.047 -1.457 -0.930
C 7.894 2.162 -3.032 0.171 -0.298 0.102
O 8.432 1.232 -2.110 0.022 -0.111 0.132
H 7.878 3.152 -2.569 0.033 -0.149 -0.025
H 8.519 2.191 -3.928 -0.174 0.206 -0.138
H 6.875 1.868 -3.295 -0.112 0.198 -0.201
H 8.434 0.364 -2.548 -0.028 0.220 0.165
C -0.986 2.677 -5.367 -0.228 -0.147 -0.001
O -2.090 2.179 -6.100 -0.278 -0.283 0.205
H -0.401 3.339 -6.011 -0.160 -0.140 0.057
H -1.345 3.238 -4.501 0.212 0.141 0.130
H -0.358 1.844 -5.040 0.266 0.090 0.101
H -2.589 1.595 -5.503 0.184 0.311 -0.445
C -8.266 0.184 0.407 -0.104 -0.071 -0.025
O -7.862 -0.183 1.713 0.088 -0.532 0.410
H -8.196 1.269 0.304 0.039 -0.206 0.019
H -7.610 -0.292 -0.326 -0.110 0.137 -0.219
H -9.300 -0.130 0.243 0.001 0.109 -0.248
H -7.934 -1.151 1.774 0.043 0.576 0.111
C -4.991 4.403 2.171 -0.172 -0.022 0.135
O -6.095 3.905 1.439 -0.323 -0.429 -0.010
H -4.407 5.065 1.528 -0.152 -0.092 0.075
H -5.351 4.964 3.037 0.315 0.065 0.048
H -4.364 3.570 2.499 0.222 0.118 0.172
H -6.594 3.321 2.035 0.134 0.352 -0.406
C -7.612 0.791 -3.060 0.204 0.050 -0.035
O -7.350 1.962 -2.308 0.420 0.269 0.188
H -8.691 0.622 -3.091 0.171 0.110 0.053
H -7.237 0.919 -4.079 -0.111 -0.246 -0.095
H -7.125 -0.064 -2.586 -0.079 -0.213 -0.188
H -6.386 2.085 -2.299 -0.561 0.012 0.057
C -3.110 7.622 4.040 0.053 0.137 0.202
O -2.604 6.365 3.628 0.455 -0.606 0.090
H -3.839 7.969 3.304 0.145 -0.146 0.080
H -3.598 7.518 5.012 -0.080 0.251 -0.021
H -2.291 8.342 4.106 -0.184 0.189 0.048
H -1.960 6.083 4.300 -0.390 0.132 -0.422
C 2.295 -2.920 4.257 0.148 -0.203 0.019
O 2.643 -2.354 3.007 0.290 0.077 -0.527
H 1.388 -2.436 4.626 0.136 -0.001 -0.126
H 2.111 -3.990 4.135 -0.038 -0.015 0.223
H 3.108 -2.758 4.970 -0.155 -0.108 0.189
H 3.451 -2.803 2.705 -0.481 0.069 0.162
C -2.812 -5.093 -2.731 0.099 -0.054 -0.082
O -2.550 -3.922 -1.979 0.431 0.333 0.250
H -3.891 -5.262 -2.761 0.187 0.088 0.046
H -2.437 -4.965 -3.749 -0.108 -0.239 -0.072
H -2.325 -5.949 -2.256 -0.104 -0.195 -0.169
H -1.586 -3.799 -1.969 -0.568 0.122 0.147
C 4.070 -4.479 0.460 0.171 -0.348 -0.040
O 3.626 -5.008 1.696 -0.068 -0.361 0.240
H 3.938 -3.394 0.469 0.017 -0.122 0.082
H 5.128 -4.713 0.321 -0.004 0.165 -0.230
H 3.481 -4.908 -0.354 0.140 0.172 -0.202
H 3.755 -5.970 1.658 -0.081 0.532 0.181
C -2.742 -4.669 2.509 0.065 -0.065 -0.155
O -3.578 -3.550 2.275 -0.067 0.585 -0.378
H -2.816 -4.953 3.561 -0.067 0.118 -0.170
H -3.067 -5.504 1.884 0.183 -0.153 0.108
H -1.707 -4.406 2.276 0.107 -0.251 0.072
H -3.492 -3.320 1.334 -0.155 -0.171 0.446
C 8.588 -2.374 -4.179 0.073 -0.202 -0.157
O 8.850 -1.203 -3.427 0.558 0.311 0.179
H 7.509 -2.542 -4.210 0.181 0.112 0.052
H 8.963 -2.245 -5.198 -0.113 -0.207 -0.028
H 9.075 -3.229 -3.705 -0.113 -0.110 -0.159
H 9.814 -1.079 -3.418 -0.496 0.023 0.066
C -1.708 0.215 4.323 -0.036 -0.157 0.301
O -1.668 0.001 2.924 0.182 -0.336 -0.781
H -1.701 1.290 4.518 -0.007 -0.161 -0.118
H -2.621 -0.223 4.734 0.077 0.105 0.188
H -0.831 -0.243 4.788 -0.075 0.106 0.210
H -1.674 -0.961 2.782 -0.078 0.444 0.039
```
Positions in Å, forces in eV/Å.

Results
Energy   -2744.4687 a.u.
Orbital gap   9.115 eV
Charge   +1
Energy above the lowest of the compared OMol25 structures with the same formula, charge and spin   171.8 kcal/mol
Spin multiplicity   1
HOMO   -11.59 eV
Lowest unoccupied orbital energy   -0.0910 hartree

Density functional theory data (ωB97M-V with the def2-TZVPD basis set) for 13 unconnected molecules or ions with the total composition C27H80N6O13 at a distorted geometry.

Geometry as XYZ:
```
126
Properties=species:S:1:pos:R:3:forces:R:3
C 1.660 -4.460 -1.462 1.570 -0.376 -5.395
O 0.523 -3.745 -1.208 -1.482 1.726 0.853
H 1.793 -5.333 -0.909 0.241 -1.321 1.228
H 2.612 -3.916 -1.600 -0.718 0.450 1.194
H 1.506 -4.704 -2.558 0.594 -0.809 0.866
H -0.226 -4.263 -1.515 -0.101 0.084 0.119
C 1.434 2.704 -3.085 1.885 1.001 -1.878
O 0.506 2.704 -4.176 -1.365 -0.709 1.202
H 2.124 1.839 -3.128 -0.628 0.086 0.453
H 1.096 2.942 -2.083 -0.877 -0.332 -0.470
H 2.019 3.560 -3.409 0.936 0.309 0.923
H 1.043 2.662 -4.960 0.017 0.044 -0.420
C 4.097 -0.726 2.558 -1.930 0.729 0.186
O 4.506 0.502 2.052 -1.530 1.535 0.806
H 3.052 -0.570 2.886 0.421 -0.093 0.237
H 4.683 -1.051 3.379 0.662 -0.512 0.837
H 3.998 -1.445 1.797 0.288 -1.334 -0.944
H 5.308 0.427 1.604 1.982 -0.286 -1.099
C -1.284 4.675 0.236 3.164 4.879 3.326
O -0.836 5.759 0.942 -1.843 -5.144 -3.094
N -0.571 3.578 -0.011 1.591 -0.311 0.797
N -2.490 4.669 -0.298 -1.492 -0.503 -1.228
H 0.302 3.468 0.531 -1.055 0.064 -0.422
H -0.947 2.824 -0.606 0.368 0.988 1.208
H -2.854 5.570 -0.427 -0.730 1.311 0.117
H -2.702 4.040 -1.078 0.043 0.690 0.978
C 2.270 -3.763 1.900 4.964 -1.427 -2.982
O 3.408 -3.867 1.182 -4.546 0.774 2.969
N 1.069 -3.708 1.370 -0.689 0.582 -1.934
N 2.257 -3.895 3.224 0.993 0.208 4.254
H 0.977 -3.582 0.319 -0.624 0.045 2.112
H 0.341 -3.505 2.033 -0.462 0.091 -0.543
H 3.227 -4.012 3.680 -2.598 0.384 -0.921
H 1.358 -3.738 3.840 2.837 -0.396 -1.815
C -2.894 2.008 -1.629 -3.066 -8.237 3.812
O -3.394 0.930 -0.900 3.017 5.355 -3.213
N -3.720 2.877 -2.137 -0.432 2.673 -3.360
N -1.636 2.160 -1.970 1.557 0.025 -1.340
H -4.697 2.860 -1.845 0.498 -0.030 -0.688
H -3.294 3.257 -3.069 -2.299 -0.487 2.247
H -0.947 1.418 -1.721 -0.415 0.793 -0.445
H -1.376 2.995 -2.547 0.060 -1.564 0.638
C -2.304 -1.591 3.653 0.017 2.515 -2.904
C -1.188 -0.591 3.951 -7.704 1.950 2.164
C -1.145 -0.253 5.391 -0.292 0.528 0.581
O -0.068 -1.026 3.643 8.138 -4.809 -3.809
H -2.412 -2.317 4.386 -0.033 -1.622 1.175
H -2.171 -1.981 2.573 -0.407 0.434 1.836
H -3.159 -0.890 3.698 -0.216 -1.008 -0.264
H -1.430 0.345 3.414 -0.241 -0.008 -0.202
H -1.316 -0.996 6.109 -0.514 -1.662 0.647
H -1.823 0.499 5.548 -1.983 1.932 0.877
H -0.219 0.152 5.699 1.424 0.664 -0.073
H 0.498 -0.291 3.696 1.973 0.912 -0.032
C -5.520 0.352 3.805 -1.696 -1.448 -0.046
C -4.670 1.455 3.320 4.598 -5.877 -3.577
C -4.265 1.381 1.834 -1.885 0.172 -0.914
O -5.201 2.571 3.503 -4.366 7.825 3.318
H -5.497 0.355 4.900 -0.104 -0.356 -0.012
H -5.325 -0.627 3.388 0.787 -0.335 0.311
H -6.566 0.444 3.480 0.064 0.646 0.162
H -3.714 1.366 3.824 0.857 -0.216 0.687
H -5.130 1.667 1.138 1.026 -0.115 1.098
H -4.085 0.378 1.569 0.410 -1.423 -0.311
H -3.383 1.913 1.490 -0.026 0.470 0.511
H -5.583 2.547 4.415 0.223 0.749 -1.016
C 4.200 -1.181 -2.953 -0.977 -0.327 0.807
C 5.555 -0.820 -2.332 -4.904 7.266 -1.255
C 5.439 0.148 -1.117 -0.382 2.015 -2.337
O 6.266 -1.759 -1.936 3.553 -7.930 3.942
H 3.475 -1.812 -2.378 0.872 0.575 0.233
H 4.405 -1.784 -3.793 0.344 -0.708 -1.300
H 3.617 -0.329 -3.301 0.176 0.265 0.072
H 6.088 -0.342 -3.088 0.846 1.308 -1.696
H 4.936 -0.463 -0.421 -0.371 -0.418 1.626
H 4.760 1.007 -1.348 0.466 -0.513 0.292
H 6.432 0.571 -0.840 -0.714 -0.680 0.103
H 5.787 -2.008 -1.106 1.289 -0.966 -0.561
C -0.532 -0.816 0.239 -2.239 1.271 -2.823
C 0.668 0.081 -0.041 1.046 -8.951 6.604
C 1.678 -0.757 -0.671 3.375 -1.469 -0.298
O 0.524 0.976 -0.862 -3.255 9.139 -6.907
H -0.970 -1.299 -0.719 0.838 0.998 1.131
H -1.349 -0.189 0.613 -0.086 -0.375 0.346
H -0.301 -1.644 0.822 0.499 -1.043 1.520
H 0.980 0.475 0.937 0.261 -0.300 0.134
H 1.355 -1.256 -1.587 -0.371 0.503 -0.125
H 1.937 -1.562 -0.045 0.760 -1.264 0.971
H 2.636 -0.202 -0.887 -1.007 -0.347 0.182
H 0.943 1.733 -0.488 0.403 1.442 -0.111
C -3.446 -3.077 -1.877 0.393 0.007 -0.004
C -4.355 -3.336 -0.648 7.581 2.392 1.752
C -4.250 -2.272 0.456 0.706 1.167 -0.438
O -5.524 -3.296 -1.059 -10.344 -1.319 -2.637
H -2.449 -3.411 -1.580 0.185 -0.028 -0.357
H -3.357 -2.026 -2.146 -0.208 0.189 0.168
H -3.791 -3.614 -2.805 0.233 0.227 1.178
H -4.024 -4.260 -0.299 0.482 -2.146 1.020
H -3.250 -2.033 0.626 2.225 0.469 0.102
H -4.550 -2.413 1.493 -0.950 -0.784 -0.186
H -4.643 -1.316 0.063 -0.195 -0.524 0.180
H -6.105 -3.579 -0.326 -0.134 0.382 -0.802
C -1.086 -0.969 -3.561 0.425 0.611 0.853
C 0.238 -0.605 -4.251 2.228 -4.692 5.069
C 1.076 -1.927 -4.463 -0.522 -1.290 0.378
O 0.202 -0.029 -5.392 -2.380 3.463 -5.947
H -1.036 -1.878 -2.959 0.668 0.117 0.051
H -1.830 -1.233 -4.254 -1.188 0.095 -1.272
H -1.462 -0.203 -2.858 0.053 -0.212 -0.712
H 0.832 -0.013 -3.561 -0.002 0.161 0.706
H 0.864 -2.646 -3.651 0.173 0.140 -0.368
H 2.143 -1.799 -4.464 0.585 0.602 0.211
H 0.932 -2.450 -5.445 -0.664 0.620 0.741
H 1.033 0.341 -5.659 0.501 0.061 -0.009
C 3.004 3.470 -0.292 -1.300 -1.613 0.441
C 2.697 3.428 1.190 5.306 5.036 0.103
C 2.516 4.846 1.816 0.676 0.702 -1.790
O 1.582 2.859 1.423 -5.906 -4.882 0.238
H 2.338 4.049 -0.933 -0.237 -0.037 0.423
H 3.145 2.441 -0.667 -0.334 0.256 -0.020
H 3.927 3.891 -0.344 2.810 1.403 -0.515
H 3.517 2.957 1.772 0.035 -0.088 -0.747
H 3.451 5.357 1.910 0.770 0.572 -0.318
H 2.173 4.821 2.815 -0.670 -0.572 1.204
H 1.790 5.476 1.255 0.409 -0.506 0.205
H 1.546 2.678 2.344 -0.692 -0.342 1.172
```
Positions in Å, forces in eV/Å.

Results
Energy   -2382.9406 a.u.
Orbital gap   8.945 eV
Charge   0
Energy above the lowest of the compared OMol25 structures with the same formula, charge and spin   305.3 kcal/mol
Spin multiplicity   1
HOMO   -8.77 eV
Lowest unoccupied orbital energy   0.0065 hartree